The following is a DFT calculation (ωB97M-V/def2-TZVPD) of 2 unconnected molecules or ions with the total composition C6H11O2.

Structure (XYZ):
```
19
Properties=species:S:1:pos:R:3:forces:R:3:nbo_charge:R:1
C 1.748 -2.367 -0.146 2.6 1.0 0.8 -0.045
C -0.180 0.751 1.609 0.4 2.2 -1.9 -0.507
C -0.414 -1.590 -0.933 0.6 1.3 -1.9 0.706
C -1.818 -1.382 -0.725 -0.1 -3.3 0.6 -0.758
C -0.094 2.711 -0.122 1.6 -0.8 2.1 -0.698
C 0.103 1.300 0.435 0.3 0.5 -2.4 0.342
O 0.638 0.438 -0.619 -0.8 1.7 -0.3 -0.754
O 0.569 -2.151 -0.554 -2.0 -0.7 0.3 -0.301
H 2.126 -3.346 -0.417 0.1 0.2 0.3 0.225
H 2.295 -1.443 0.229 -0.7 -1.6 -0.6 0.236
H -0.486 1.366 2.436 -0.1 -0.5 0.3 0.257
H -2.054 -0.392 -0.809 -0.5 2.7 -0.6 0.292
H -2.203 -1.743 0.205 -0.1 -0.2 1.0 0.258
H -2.348 -1.975 -1.489 0.3 0.4 -0.2 0.307
H 0.302 3.321 0.718 -1.0 0.4 -0.7 0.261
H 0.523 2.970 -0.980 0.2 -0.3 -0.1 0.225
H -1.115 2.809 -0.388 -1.0 0.7 0.1 0.243
H 0.130 -0.228 1.519 0.2 -2.4 1.4 0.197
H 0.667 1.021 -1.450 0.0 -1.4 1.7 0.514
```
Positions in Å, forces in eV/Å.

Calculated values
**Total charge**: +1
**Lowest unoccupied orbital energy (alpha / beta)**: -4.6 / -4.4 eV
**Maximum force**: 3.33 eV Å⁻¹
**Frontier orbital gap (alpha / beta)**: 0.3117 / 0.3166 Eh
**Total energy**: -385.18468 a.u.
**Energy above the lowest of the compared OMol25 structures with the same formula, charge and spin**: 120.93 kcal/mol